a.
DFT (ωB97M-V/def2-TZVPD) results for an isolated ion of composition C4H9N4 and charge +1.

Geometry as XYZ:
```
17
Properties=species:S:1:pos:R:3:mulliken_charge:R:1
C -0.086 1.151 0.100 0.68
C 1.414 -0.810 -1.262 -0.50
C 0.016 -1.110 -0.743 -0.67
C -1.300 -0.609 1.287 -1.00
N 0.946 1.414 -1.221 -0.15
N 1.515 0.502 -1.758 -0.16
N -0.366 -0.132 0.304 -0.02
N -0.254 2.209 0.806 -0.28
H 2.105 -0.876 -0.394 0.35
H 1.654 -1.513 -2.133 0.34
H -0.644 -0.991 -1.538 0.41
H -0.100 -2.172 -0.365 0.45
H -1.904 -1.228 0.779 0.39
H -0.902 -1.256 2.076 0.32
H -1.695 0.263 1.818 0.36
H 0.346 3.012 0.594 0.29
H -0.744 2.148 1.650 0.18
```

The value obtained for the LUMO energy is -4.294 eV. The charge is +1. For the HOMO energy, the calculation gives -13.75 eV. For the HOMO-LUMO gap, the calculation gives 9.4530 eV. Its SMILES is CN1CCN=NC1=[NH2+].

***

b.
DFT (ωB97M-V/def2-TZVPD) results for a 2-piece molecular cluster, C4H9N4 overall.

Geometry as XYZ:
```
17
Properties=species:S:1:pos:R:3:mulliken_charge:R:1
C 1.630 -0.665 1.174 -0.31
C 1.553 -0.381 -0.200 0.52
C 0.311 0.296 -0.378 -0.26
C -1.567 0.910 1.090 -0.72
N 0.494 -0.229 1.743 -0.20
N -0.290 0.342 0.784 0.31
N 2.440 -0.656 -1.168 -0.43
N -2.327 0.103 -2.243 -0.45
H 2.392 -1.178 1.725 0.44
H -2.114 0.262 1.776 0.30
H -1.453 1.896 1.545 0.32
H -2.123 1.001 0.156 0.32
H 0.238 -0.264 2.720 0.23
H 3.332 -1.073 -0.961 0.22
H 2.197 -0.444 -2.122 0.23
H -2.306 -0.788 -2.734 0.24
H -2.406 0.866 -2.907 0.24
```

The value obtained for the LUMO energy (alpha / beta) is -3.832 / -6.654 eV. The charge is +1. For the HOMO energy (alpha / beta), the calculation gives -12.92 / -12.35 eV. For the HOMO-LUMO gap (alpha / beta), the calculation gives 9.0875 / 5.6995 eV.

***

c.
DFT (ωB97M-V/def2-TZVPD) results for an isolated ion of composition C4H9N4 and charge +1.

Geometry as XYZ:
```
17
Properties=species:S:1:pos:R:3:mulliken_charge:R:1
C -3.364 -0.570 -1.197 -0.04
C 0.771 1.268 0.799 -1.23
C -0.230 -0.944 -0.054 -0.84
C 0.873 -0.220 0.861 0.41
N 2.360 -1.112 -0.606 -0.55
N 2.179 -0.405 0.373 -0.11
N -2.561 -0.503 -0.373 0.03
N -1.569 -0.684 0.467 -0.08
H -4.014 -0.905 -1.931 0.50
H 1.353 1.746 -0.082 0.33
H -0.256 1.679 0.577 0.31
H 1.184 1.744 1.695 0.30
H -0.015 -0.838 -1.077 0.55
H -0.131 -2.090 -0.007 0.37
H 0.799 -0.499 1.916 0.36
H 3.358 -1.030 -0.953 0.27
H -1.553 0.065 1.283 0.43
```

The value obtained for the LUMO energy is -4.786 eV. The charge is +1. For the HOMO energy, the calculation gives -12.47 eV. For the HOMO-LUMO gap, the calculation gives 7.6824 eV. Its SMILES is [H]/N=N/[C@@H](C)CN[N+]#C.

***

Bottom line: a, by a margin of 0.1090 hartree.

***

a.
DFT (ωB97M-V/def2-TZVPD) results for a 2-piece molecular cluster, C5H6N2O overall.

Geometry as XYZ:
```
14
Properties=species:S:1:pos:R:3:mulliken_charge:R:1
C 0.232 0.830 -0.122 0.31
C 1.623 0.859 0.079 -0.42
C 2.055 -0.493 0.113 -0.30
C 1.017 -1.299 0.017 -0.30
C -2.352 -0.355 0.308 -0.30
H -0.423 2.692 0.672 0.41
H 2.451 1.633 0.165 0.30
H 3.145 -0.743 0.365 0.29
H 1.184 -2.416 0.054 0.33
H -3.352 -0.759 0.175 0.32
H -2.247 0.743 0.634 0.25
N -0.114 -0.545 -0.236 0.62
N -1.324 -1.196 -0.156 -0.86
O -0.768 1.723 -0.210 -0.64
```

The value obtained for the LUMO energy is -0.623 eV. For the HOMO energy, the calculation gives -7.98 eV. For the HOMO-LUMO gap, the calculation gives 7.3533 eV.

***

b.
DFT (ωB97M-V/def2-TZVPD) results for a single C5H6N2O molecule.

Geometry as XYZ:
```
14
Properties=species:S:1:pos:R:3:mulliken_charge:R:1
C 0.628 -0.469 -0.053 0.45
C -0.411 -1.202 0.314 -0.92
C -1.658 -0.476 -0.135 0.58
C -1.175 0.904 -0.348 -0.41
C 0.253 0.941 -0.488 -0.11
H 2.563 -1.665 0.046 0.23
H 2.720 -0.027 0.012 0.23
H -0.386 -2.244 0.528 0.41
H -1.861 1.520 -0.874 0.45
H -0.315 1.144 1.663 0.34
H 0.826 1.627 -1.155 0.40
N 1.989 -0.779 -0.129 -0.50
N -0.346 1.616 0.687 -0.56
O -2.826 -0.890 -0.068 -0.60
```

The value obtained for the LUMO energy is 0.681 eV. For the HOMO energy, the calculation gives -8.84 eV. For the HOMO-LUMO gap, the calculation gives 9.5223 eV. Its SMILES is NC1=CC(=O)[C@H]2N[C@@H]12.

***

c.
DFT (ωB97M-V/def2-TZVPD) results for a single C5H6N2O molecule.

Geometry as XYZ:
```
14
Properties=species:S:1:pos:R:3:mulliken_charge:R:1
C 0.221 -0.050 0.290 1.45
C -0.614 -0.996 -0.721 -0.74
C -0.979 0.951 0.033 0.06
C 1.554 0.323 -0.233 -1.03
C 2.531 0.919 -0.616 0.02
H -0.564 0.000 2.303 0.19
H 0.842 -1.045 2.121 0.21
H -0.156 -1.419 -1.638 0.29
H -1.109 -1.832 -0.177 0.26
H -2.561 -0.043 -1.112 0.28
H 3.312 1.293 -1.320 0.36
N 0.207 -0.340 1.665 -0.55
N -1.520 0.183 -0.964 -0.28
O -1.164 2.054 0.368 -0.52
```

The value obtained for the LUMO energy is 0.838 eV. For the HOMO energy, the calculation gives -9.23 eV. For the HOMO-LUMO gap, the calculation gives 10.0667 eV. Its SMILES is C#C[C@]1(N)CNC1=O.

***

d.
DFT (ωB97M-V/def2-TZVPD) results for a single C5H6N2O molecule.

Geometry as XYZ:
```
14
Properties=species:S:1:pos:R:3:mulliken_charge:R:1
C -2.283 -0.243 0.097 0.11
C 0.218 -0.296 -0.136 0.42
C 2.326 -0.389 0.282 -0.27
C 2.024 1.067 0.160 -0.44
C 0.679 1.038 -0.328 -0.34
H -2.917 -1.108 0.221 0.31
H -1.024 -1.805 -0.049 0.22
H 3.410 -0.328 -0.445 0.26
H 2.502 -0.681 1.456 0.23
H 2.669 1.969 0.035 0.34
H 0.224 1.905 -0.731 0.42
N -1.098 -0.905 -0.146 -0.14
N 1.072 -1.160 -0.198 -0.57
O -2.808 0.930 0.184 -0.56
```

The value obtained for the LUMO energy is 0.391 eV. For the HOMO energy, the calculation gives -9.46 eV. For the HOMO-LUMO gap, the calculation gives 9.8513 eV. Its SMILES is O=CNC1=NCC=C1.

***

Bottom line: b, by a margin of 0.0305 hartree.

***

a.
DFT (ωB97M-V/def2-TZVPD) results for a single C5H6N2O molecule.

Geometry as XYZ:
```
14
Properties=species:S:1:pos:R:3:mulliken_charge:R:1
C 1.748 -0.740 0.032 -1.01
C 0.346 -0.049 0.317 0.41
C -0.774 0.185 -0.522 0.40
C -1.715 1.147 1.143 -0.25
C -0.310 0.277 1.610 0.40
H 2.626 -0.052 -0.156 0.25
H 2.163 -1.440 0.999 0.26
H 1.477 -1.549 -0.989 0.26
H 0.549 -0.343 -2.171 0.22
H -1.321 0.007 -2.552 0.27
H -2.500 1.630 1.685 0.39
N -0.450 0.113 -1.975 -0.46
N -1.806 0.900 -0.158 -0.58
O -0.033 -0.086 2.737 -0.56
```

The value obtained for the LUMO energy is -1.059 eV. For the HOMO energy, the calculation gives -8.45 eV. For the HOMO-LUMO gap, the calculation gives 7.3894 eV. Its SMILES is CC1=C(N)N=CC1=O.

***

b.
DFT (ωB97M-V/def2-TZVPD) results for a 2-piece molecular cluster, C5H6N2O overall.

Geometry as XYZ:
```
14
Properties=species:S:1:pos:R:3:mulliken_charge:R:1
C 0.236 0.321 -2.697 0.22
C 1.516 -0.423 -0.583 0.63
C 0.461 -0.437 -1.562 -0.46
C -0.516 0.604 1.988 -1.22
C -0.835 -0.034 0.666 -0.13
N 0.065 0.846 -3.708 -0.36
N 0.304 -0.094 -0.186 0.12
O 2.609 -0.644 -0.171 -0.54
H 0.323 -2.139 -2.075 0.17
H 0.216 1.397 1.876 0.36
H -1.487 0.834 2.499 0.33
H 0.025 0.074 2.791 0.33
H -1.214 -0.970 0.873 0.31
H -1.703 0.665 0.291 0.23
```

The value obtained for the LUMO energy is -0.571 eV. For the HOMO energy, the calculation gives -10.20 eV. For the HOMO-LUMO gap, the calculation gives 9.6319 eV.

***

c.
DFT (ωB97M-V/def2-TZVPD) results for a single C5H6N2O molecule.

Geometry as XYZ:
```
14
Properties=species:S:1:pos:R:3:mulliken_charge:R:1
C -1.453 0.291 0.391 0.29
C -0.554 -1.085 0.570 -0.64
C 0.662 -0.122 0.735 -0.13
C 0.129 0.797 -1.276 -0.18
C -0.215 1.109 0.204 -0.11
H -0.482 -1.764 -0.299 0.32
H -1.072 -1.532 1.571 0.27
H 1.160 0.121 1.683 0.39
H 1.928 -1.304 -0.331 0.25
H -0.227 1.213 -2.337 0.33
H -0.072 2.131 0.458 0.47
N 1.676 -0.396 -0.253 -0.26
N 1.112 -0.040 -1.520 -0.46
O -2.594 0.582 0.404 -0.52
```

The value obtained for the LUMO energy is 0.718 eV. For the HOMO energy, the calculation gives -9.28 eV. For the HOMO-LUMO gap, the calculation gives 9.9941 eV. Its SMILES is O=C1C[C@H]2NN=C[C@@H]12.

***

d.
DFT (ωB97M-V/def2-TZVPD) results for a single C5H6N2O molecule.

Geometry as XYZ:
```
14
Properties=species:S:1:pos:R:3:mulliken_charge:R:1
C -0.108 -0.286 0.371 1.13
C 0.374 0.841 -1.578 0.19
C 0.990 1.100 -2.704 -0.74
C 0.212 -1.436 1.101 -0.62
C 0.620 -2.613 1.393 -0.41
H -1.965 1.373 2.268 0.24
H -1.123 -0.213 2.690 0.23
H -0.454 1.583 -1.125 0.19
H 1.865 0.501 -2.896 0.26
H 0.787 1.998 -3.248 0.28
H 0.683 -3.562 1.842 0.42
N -1.536 0.479 1.987 -0.59
N -0.885 0.591 0.775 -0.22
O 0.539 -0.355 -0.877 -0.36
```

The value obtained for the LUMO energy is 0.713 eV. For the HOMO energy, the calculation gives -8.55 eV. For the HOMO-LUMO gap, the calculation gives 9.2678 eV. Its SMILES is C#C/C(=N\N)OC=C.

***

Bottom line: c, by a margin of 0.0295 hartree.

***

a.
DFT (ωB97M-V/def2-TZVPD) results for an isolated ion of composition C6H8N and charge +1.

Geometry as XYZ:
```
15
Properties=species:S:1:pos:R:3:mulliken_charge:R:1
C -1.275 -2.132 0.465 -0.65
C -0.639 0.265 1.521 -0.16
C 0.955 1.635 0.317 -0.18
C -0.448 1.655 -0.116 -0.48
C 0.550 -0.714 -0.495 -0.34
C -0.354 -1.917 -0.402 -0.14
N 0.159 0.396 0.426 0.31
H -2.039 -2.644 0.986 0.40
H 1.760 1.625 -0.410 0.30
H 1.204 2.107 1.264 0.26
H -1.178 2.153 0.519 0.33
H -0.723 1.592 -1.161 0.26
H 1.563 -1.027 -0.209 0.36
H 0.576 -0.347 -1.525 0.35
H -0.110 -2.647 -1.179 0.37
```

The value obtained for the LUMO energy (alpha / beta) is -5.043 / -4.700 eV. The charge is +1. For the HOMO energy (alpha / beta), the calculation gives -13.49 / -12.73 eV. For the HOMO-LUMO gap (alpha / beta), the calculation gives 8.4436 / 8.0305 eV.

***

b.
DFT (ωB97M-V/def2-TZVPD) results for an isolated ion of composition C6H8N and charge +1.

Geometry as XYZ:
```
15
Properties=species:S:1:pos:R:3:mulliken_charge:R:1
C -2.436 0.464 0.088 0.11
C -2.065 -0.785 0.519 -0.68
C 1.027 0.165 0.411 -0.59
C 0.124 1.163 -0.216 -0.35
C 0.465 -1.209 0.045 -0.61
C -1.089 0.479 -0.278 0.15
N -0.960 -0.917 -0.465 0.23
H -3.212 1.258 0.305 0.38
H 2.085 0.204 0.207 0.37
H 0.907 0.266 1.541 0.29
H 0.243 2.143 0.456 0.31
H 0.339 1.336 -1.226 0.30
H 0.996 -1.574 -0.834 0.36
H 0.461 -1.843 0.838 0.34
H -1.229 -1.380 -1.365 0.40
```

The value obtained for the LUMO energy is -4.436 eV. The charge is +1. For the HOMO energy, the calculation gives -14.22 eV. For the HOMO-LUMO gap, the calculation gives 9.7854 eV. Its SMILES is C1=C2[N@@H+]3CCC[C@]123.

***

Bottom line: b, by a margin of 0.1336 hartree.

***

a.
DFT (ωB97M-V/def2-TZVPD) results for a single C5H13N3O2 molecule.

Geometry as XYZ:
```
23
Properties=species:S:1:pos:R:3:mulliken_charge:R:1
C 0.325 2.028 1.179 -1.29
C -0.489 -1.272 1.983 -1.07
C 0.822 1.003 0.100 -1.12
C 0.365 -1.274 -0.978 -0.86
C -0.352 0.026 -0.202 0.51
N -1.306 0.630 -1.108 -0.60
N -1.074 -0.380 0.919 -0.32
N 0.879 -0.783 -2.299 0.99
O 0.209 -0.651 -3.310 -0.63
O 2.040 -0.525 -2.236 -0.55
H -0.341 1.487 1.769 0.39
H -0.136 2.830 0.617 0.33
H 1.214 2.315 1.611 0.44
H -0.426 -2.295 1.638 0.40
H 0.445 -1.121 2.399 0.38
H -1.299 -1.365 2.742 0.33
H 1.200 1.506 -0.788 0.50
H 1.609 0.419 0.499 0.45
H -0.434 -2.082 -1.219 0.25
H 1.198 -1.666 -0.420 0.47
H -1.295 1.722 -1.170 0.25
H -1.314 0.294 -2.094 0.31
H -1.841 -0.844 0.368 0.42
```

The value obtained for the LUMO energy is 0.404 eV. For the HOMO energy, the calculation gives -9.25 eV. For the HOMO-LUMO gap, the calculation gives 9.6571 eV. Its SMILES is CC[C@@](N)(C[N+](=O)[O-])NC.

***

b.
DFT (ωB97M-V/def2-TZVPD) results for a 2-piece molecular cluster, C5H13N3O2 overall.

Geometry as XYZ:
```
23
Properties=species:S:1:pos:R:3:mulliken_charge:R:1
C -1.536 -2.011 2.439 -0.62
C -0.076 -2.338 2.012 0.44
O 0.430 -1.461 1.208 -0.82
O 0.425 -3.388 2.376 -0.68
H -1.863 -1.066 2.009 0.08
H -1.494 -1.840 3.525 0.24
H -2.208 -2.825 2.227 0.27
C -0.216 1.296 0.070 0.35
C -1.645 1.657 -0.348 -1.23
C 1.376 0.635 -1.533 0.72
N 0.601 1.641 -1.119 -0.23
N 1.289 -0.642 -1.183 -0.15
N 2.301 0.919 -2.490 -0.39
H 0.236 1.703 0.955 0.32
H -0.121 0.247 0.349 -0.25
H -1.823 2.673 -0.698 0.35
H -2.306 1.460 0.489 0.35
H 0.977 2.575 -1.174 0.28
H 0.676 -0.974 -0.433 0.03
H 1.788 -1.325 -1.721 0.25
H 2.388 1.854 -2.845 0.17
H 2.835 0.236 -2.996 0.18
H -2.034 0.973 -1.118 0.33
```

The value obtained for the LUMO energy is -0.192 eV. For the HOMO energy, the calculation gives -7.58 eV. For the HOMO-LUMO gap, the calculation gives 7.3909 eV.

***

c.
DFT (ωB97M-V/def2-TZVPD) results for a 2-piece molecular cluster, C5H13N3O2 overall.

Geometry as XYZ:
```
23
Properties=species:S:1:pos:R:3:mulliken_charge:R:1
C -1.678 -1.458 0.675 -0.34
C -2.173 -2.930 0.797 -1.22
C -0.291 -1.254 -1.190 0.63
N -1.389 -0.969 -0.644 -0.60
N 0.651 -2.146 -0.724 -0.41
N 0.034 -0.602 -2.352 -0.44
H -2.542 -0.908 0.988 0.46
H -0.840 -1.411 1.378 0.17
H -2.349 -3.466 -0.140 0.33
H -3.066 -3.009 1.381 0.36
H 1.692 0.522 1.214 0.31
H 1.636 -1.959 -0.782 0.18
H 0.419 -3.018 -0.289 0.18
H 0.960 -0.646 -2.728 0.18
H -0.616 0.126 -2.581 0.23
H -1.498 -3.623 1.309 0.34
C 0.181 3.389 1.097 -0.86
C 1.291 2.481 0.705 0.71
O 1.166 1.307 1.352 -0.45
O 2.192 2.677 -0.065 -0.58
H -0.782 3.031 0.739 0.26
H 0.362 4.334 0.649 0.31
H 0.197 3.451 2.181 0.27
```

The value obtained for the LUMO energy is 0.541 eV. For the HOMO energy, the calculation gives -8.51 eV. For the HOMO-LUMO gap, the calculation gives 9.0519 eV. Its SMILES is CCN=C(N)N.CC(=O)O.

***

Bottom line: c, by a margin of 0.0108 hartree.